1.
19
Properties=species:S:1:pos:R:3:lowdin_charge:R:1 method="wB97M-V/def2-TZVPD" de_lowest_ev=5.884 lumo_energy_ha="-0.043 / -0.050" orbital_gap_ev="7.075 / 6.874" total_energy_ha=-593.58046 homo_ev="-8.2535 / -8.2226"
C 2.273 0.579 -0.706 -0.140
C 2.046 1.337 -1.975 -0.242
C -2.204 -1.177 1.173 -0.110
C -0.744 0.855 1.452 -0.118
C -1.165 -0.233 0.495 -0.610
N -0.108 -1.131 0.116 -0.282
P 1.350 -1.031 -0.609 0.730
H 1.082 1.814 -1.864 0.080
H 2.848 2.111 -2.158 0.082
H 1.916 0.905 -2.912 0.030
H -3.209 -0.625 1.425 0.103
H -2.368 -2.002 0.571 0.018
H -1.636 -1.569 2.148 0.116
H -0.169 1.685 0.992 0.066
H -0.222 0.422 2.374 0.098
H -1.679 1.176 1.984 0.073
H -1.619 0.130 -0.545 0.148
H 2.275 -1.810 0.013 -0.028
H 1.332 -1.437 -1.974 -0.013

=====

2.
19
Properties=species:S:1:pos:R:3:lowdin_charge:R:1 method="wB97M-V/def2-TZVPD" de_lowest_ev=0.364 lumo_energy_ha="0.215 / 0.213" orbital_gap_ev="2.099 / 5.888" total_energy_ha=-650.50883 total_charge=-2 homo_ev="3.7536 / -0.1041" multiplicity=2
C 0.900 -0.165 -1.517 -0.349
C 0.267 1.116 -2.112 -0.852
S 1.493 2.124 -2.926 0.022
C -0.064 -1.109 -0.822 -0.283
N -0.189 -1.051 0.670 -0.106
C -0.472 0.283 1.269 -0.369
C -0.808 0.058 2.718 -0.563
H 1.691 0.232 -0.899 0.066
H 1.522 -0.660 -2.308 0.079
H -0.079 1.656 -1.195 0.030
H -0.576 0.840 -2.756 0.031
H 0.304 -2.120 -0.954 0.075
H -1.073 -1.084 -1.242 0.093
H 0.518 -1.634 1.085 0.043
H 0.429 0.913 1.106 0.091
H -1.212 0.753 0.632 0.086
H -1.795 -0.409 2.777 -0.023
H -0.196 -0.720 3.170 -0.042
H -0.661 0.978 3.303 -0.028

=====

3.
19
Properties=species:S:1:pos:R:3:lowdin_charge:R:1 method="wB97M-V/def2-TZVPD" de_lowest_ev=4.484 lumo_energy_ha="-0.153 / -0.150" orbital_gap_ev="8.771 / 7.834" smiles="C=C(SC)[NH+](C)C" total_energy_ha=-650.24996 total_charge=+1 homo_ev="-12.9393 / -11.9156"
C -0.235 1.704 0.481 0.173
C -0.379 -0.097 0.093 -0.514
S -1.776 -0.795 -0.588 0.943
C -3.062 0.410 -0.205 -0.343
N 0.854 -0.835 -0.103 -0.269
C 1.616 -0.383 -1.288 0.008
C 1.698 -0.843 1.111 0.009
H -1.163 2.144 0.758 -0.001
H 0.696 1.954 0.940 0.003
H -3.032 0.637 0.856 0.052
H -4.007 -0.058 -0.466 0.051
H -2.904 1.301 -0.806 0.052
H 0.560 -1.805 -0.280 0.165
H 1.901 0.659 -1.158 0.111
H 2.509 -0.993 -1.409 0.113
H 0.999 -0.471 -2.180 0.112
H 1.118 -1.188 1.964 0.118
H 2.551 -1.504 0.966 0.114
H 2.058 0.163 1.314 0.103

=====

4.
19
Properties=species:S:1:pos:R:3:lowdin_charge:R:1 method="wB97M-V/def2-TZVPD" de_lowest_ev=4.179 lumo_energy_ha=-0.144 orbital_gap_ev=9.781 total_energy_ha=-650.26119 total_charge=+1 homo_ev=-13.7068
C -2.137 -0.040 -0.830 -0.282
C -2.189 1.245 -1.116 0.050
C -1.575 -0.429 0.451 -0.367
C 1.147 0.689 -0.403 -0.140
C 2.387 -0.622 1.358 -0.083
N 1.236 -0.455 0.461 -0.579
S -0.059 -1.461 0.281 1.138
H -2.647 -0.853 -1.364 0.126
H 0.076 -1.596 -1.197 0.107
H -2.768 1.414 -2.058 0.112
H -1.639 1.852 -0.499 0.048
H -1.124 0.456 1.073 0.145
H -2.243 -1.080 1.008 0.093
H 0.263 0.708 -1.219 0.120
H 1.094 1.557 0.263 0.101
H 2.017 0.946 -0.951 0.079
H 2.750 0.203 1.927 0.073
H 2.208 -1.456 2.179 0.128
H 3.203 -1.079 0.634 0.131

=====

5.
19
Properties=species:S:1:pos:R:3:lowdin_charge:R:1 method="wB97M-V/def2-TZVPD" de_lowest_ev=4.644 lumo_energy_ha="-0.159 / -0.176" orbital_gap_ev="8.008 / 7.161" total_energy_ha=-2653.43101 total_charge=+1 homo_ev="-12.3370 / -11.9558"
C 1.664 0.298 1.104 -0.098
C 0.667 1.236 0.320 -0.147
C 1.349 -1.093 0.605 -0.136
C -0.113 0.295 -0.533 -0.498
C -2.740 1.365 0.195 -0.338
N 0.678 -0.927 -0.678 -0.011
Se -1.890 -0.121 -0.211 1.161
H 2.667 0.641 0.972 0.117
H 1.475 0.091 2.087 0.090
H 0.003 1.798 0.842 0.062
H 1.349 1.928 -0.290 0.152
H 2.027 -1.926 0.555 0.139
H 0.532 -1.578 1.224 0.155
H -1.198 -1.736 -2.502 0.112
H -3.840 1.165 0.037 0.026
H -1.671 -1.441 -1.817 -0.054
H -2.470 2.410 0.319 0.031
H 1.410 -0.750 -1.330 0.182
H 0.102 -1.657 -0.896 0.055

=====

6.
18
Properties=species:S:1:pos:R:3:lowdin_charge:R:1 method="wB97M-V/def2-TZVPD" de_lowest_ev=4.181 lumo_energy_ha=0.025 orbital_gap_ev=7.852 total_energy_ha=-272.79501 homo_ev=-7.1634
C -2.551 -0.287 0.160 -0.128
C -1.478 0.395 -0.706 -0.354
C -0.306 1.093 -0.043 -0.057
O 0.470 -0.213 0.768 -0.140
C 1.582 -0.685 -0.036 -0.242
C 2.699 0.325 0.067 -0.083
H -3.380 -0.673 -0.445 0.066
H -2.162 -1.147 0.728 0.055
H -2.961 0.421 0.890 0.072
H -1.123 -0.309 -1.475 0.089
H -1.958 1.204 -1.276 0.103
H -0.681 1.558 0.888 0.036
H -0.156 -0.943 0.909 0.116
H 1.870 -1.665 0.361 0.123
H 1.234 -0.794 -1.069 0.117
H 3.576 -0.031 -0.482 0.080
H 2.348 1.269 -0.354 0.064
H 2.976 0.482 1.114 0.082

=====

7.
18
Properties=species:S:1:pos:R:3:lowdin_charge:R:1 method="wB97M-V/def2-TZVPD" de_lowest_ev=3.059 lumo_energy_ha=0.031 orbital_gap_ev=10.371 smiles="C=CC.CCO" total_energy_ha=-272.83625 homo_ev=-9.5344
C -4.151 -0.049 0.466 -0.052
C -2.800 -0.122 0.328 -0.241
C -1.950 1.069 0.976 -0.138
H -4.806 -0.720 -0.017 0.014
H -4.613 0.986 0.843 0.104
H -2.125 -0.897 -0.032 0.074
H -2.303 2.045 0.506 0.071
H -0.918 0.784 0.597 0.050
H -2.199 0.986 2.172 0.120
C 2.903 -1.182 -0.014 -0.124
C 2.579 -0.171 -1.118 -0.263
O 3.148 1.243 -1.012 -0.121
H 3.949 -1.238 0.460 0.090
H 2.560 -2.235 -0.370 0.099
H 2.368 -1.072 0.926 0.048
H 2.842 -0.531 -2.160 0.115
H 1.487 -0.086 -1.135 0.090
H 4.029 1.189 -1.418 0.066

=====

8.
18
Properties=species:S:1:pos:R:3:lowdin_charge:R:1 method="wB97M-V/def2-TZVPD" de_lowest_ev=3.425 lumo_energy_ha="0.035 / 0.036" orbital_gap_ev="7.954 / 7.633" total_energy_ha=-272.82279 homo_ev="-6.9984 / -6.6615"
C 2.067 -0.646 -0.012 -0.059
O 1.156 -0.054 0.743 -0.081
C -0.090 -0.358 0.881 -0.418
C -0.179 1.388 -1.758 -0.040
C -0.622 -1.528 0.149 -0.050
C -0.909 0.568 1.714 -0.032
H 0.677 0.741 -1.546 -0.004
H 1.875 -1.634 -0.407 0.047
H 3.053 -0.221 0.097 0.054
H -0.080 1.803 -2.764 0.022
H -1.106 0.810 -1.694 0.023
H -0.209 2.201 -1.027 0.029
H -0.299 -1.495 -0.907 0.081
H -0.243 -2.481 0.557 0.094
H -1.716 -1.545 0.184 0.087
H -1.382 0.053 2.561 0.081
H -0.278 1.369 2.109 0.087
H -1.715 1.027 1.123 0.080

=====

9.
18
Properties=species:S:1:pos:R:3:lowdin_charge:R:1 method="wB97M-V/def2-TZVPD" de_lowest_ev=3.174 lumo_energy_ha=0.038 orbital_gap_ev=10.674 smiles=CCCOCC total_energy_ha=-272.83202 homo_ev=-9.6335
C 2.205 -0.833 -0.184 -0.132
C 1.573 0.559 0.486 -0.220
C 0.407 1.095 -0.388 -0.298
O -0.339 0.010 -0.852 -0.230
C -1.346 -0.686 -0.015 -0.281
C -2.641 0.070 0.117 -0.117
H 1.324 -1.652 -0.321 0.092
H 2.912 -0.750 -1.167 0.106
H 2.800 -1.222 0.685 0.040
H 1.191 0.456 1.598 0.112
H 2.591 1.417 0.380 0.168
H -0.290 1.817 0.024 0.102
H 0.893 1.494 -1.315 0.125
H -0.864 -0.987 0.967 0.118
H -1.439 -1.713 -0.410 0.114
H -3.535 -0.570 0.550 0.104
H -2.927 0.396 -0.926 0.080
H -2.514 1.099 0.771 0.118

=====

10.
18
Properties=species:S:1:pos:R:3:lowdin_charge:R:1 method="wB97M-V/def2-TZVPD" de_lowest_ev=4.302 lumo_energy_ha="0.041 / 0.041" orbital_gap_ev="8.212 / 8.214" total_energy_ha=-272.79055 homo_ev="-7.1066 / -7.1085"
C -1.438 1.204 1.932 -0.115
C -1.706 0.370 0.690 -0.234
C -0.466 0.075 -0.085 -0.208
O -0.259 -1.157 -0.454 -0.098
C 0.868 -1.610 -0.996 -0.272
C 1.642 -0.750 -1.943 -0.115
H -2.368 1.429 2.464 0.072
H -0.952 2.140 1.663 0.072
H -0.774 0.669 2.604 0.069
H -2.422 0.903 0.062 0.105
H -2.182 -0.565 0.980 0.114
H 0.064 0.865 -0.610 0.113
H 1.302 -0.262 0.993 0.090
H 0.811 -2.678 -1.159 0.102
H 1.653 -0.896 0.655 0.077
H 2.451 -1.336 -2.393 0.078
H 2.094 0.128 -1.461 0.066
H 0.999 -0.376 -2.760 0.085

=====

11.
18
Properties=species:S:1:pos:R:3:lowdin_charge:R:1 method="wB97M-V/def2-TZVPD" de_lowest_ev=3.272 lumo_energy_ha=0.036 orbital_gap_ev=9.204 total_energy_ha=-272.82843 homo_ev=-8.2311
C -1.398 0.652 -1.167 -0.088
C -0.590 -0.252 -0.229 -0.468
C -1.516 -0.943 0.773 -0.094
C 0.518 0.502 0.488 -0.243
C 1.743 0.761 -0.165 -0.040
O 2.687 -0.538 0.772 -0.149
H -0.751 1.132 -1.910 0.073
H -1.892 1.448 -0.596 0.080
H -2.176 0.093 -1.703 0.074
H -0.122 -1.036 -0.845 0.131
H -2.002 -0.199 1.418 0.080
H -0.957 -1.627 1.421 0.074
H -2.306 -1.511 0.268 0.074
H 0.194 1.241 1.223 0.113
H 1.514 -0.393 1.072 0.126
H 2.367 1.595 0.136 0.097
H 1.924 0.415 -1.182 0.102
H 2.765 -1.341 0.228 0.057

=====

12.
18
Properties=species:S:1:pos:R:3:lowdin_charge:R:1 method="wB97M-V/def2-TZVPD" de_lowest_ev=0.869 lumo_energy_ha=0.039 orbital_gap_ev=11.230 smiles=CCCCCO total_energy_ha=-272.91672 homo_ev=-10.1706
C 1.143 1.900 -1.747 -0.115
C 0.589 0.545 -1.347 -0.286
C -0.119 0.442 -0.019 -0.249
C -0.495 -0.969 0.417 -0.207
C -0.664 -1.100 1.920 -0.279
O -0.979 -2.430 2.310 -0.077
H 0.373 2.663 -1.625 0.071
H 1.617 1.883 -2.719 0.068
H 1.839 2.271 -0.974 0.074
H 1.228 -0.326 -1.501 0.106
H -0.220 0.371 -2.083 0.113
H -1.008 1.091 -0.018 0.118
H 0.380 0.939 0.828 0.115
H 0.331 -1.659 0.190 0.115
H -1.245 -1.444 -0.226 0.120
H -1.388 -0.384 2.335 0.117
H 0.252 -0.936 2.496 0.123
H -1.634 -2.858 1.764 0.073